No. 1
A 4-piece molecular cluster, C20H44O9PS3 overall, computed with ωB97M-V/def2-TZVPD.

```
77
Properties=species:S:1:pos:R:3:lowdin_charge:R:1
C 2.51938 -1.38343 2.44482 -0.088
C 3.49418 -0.28872 1.67298 -0.347
C 3.69741 -0.64073 0.05293 -0.108
C 3.11083 1.27717 1.96101 -0.294
C 3.00086 1.58842 3.59510 -0.119
C 1.71500 1.79856 1.28550 -0.165
O 0.86644 0.75294 0.69645 -0.174
C -0.36433 0.52346 1.46868 -0.392
C -1.64211 1.53946 1.32046 -0.163
O -2.78569 0.69646 1.80357 -0.423
P -2.29296 -1.00918 1.84614 0.363
O -0.85117 -0.75668 0.85558 -0.355
H 3.08703 -2.42895 2.35628 0.083
H 1.46951 -1.52258 1.94723 0.084
H 2.47009 -1.16637 3.61227 0.079
H 4.57803 -0.45540 2.14592 0.125
H 2.62067 -0.86954 -0.36842 0.096
H 4.19261 0.29047 -0.47117 0.079
H 4.36390 -1.62528 -0.05510 0.059
H 4.01278 1.93691 1.55686 0.131
H 3.26390 2.73549 3.75204 0.083
H 1.93096 1.29719 3.99008 0.082
H 3.83299 0.92922 4.10636 0.074
H 1.09424 2.34003 2.12475 0.121
H 2.01008 2.65003 0.50605 0.121
H -0.04401 0.47611 2.59479 0.133
H -1.48965 2.26843 2.25344 0.121
H -1.82484 2.11154 0.30530 0.112
H -3.49204 -1.50940 2.48921 -0.077
H -1.63799 -0.95860 3.12868 -0.020
H -1.88656 -2.42000 1.84351 -0.067
H -3.03341 -1.25750 0.61806 -0.050
C 5.82876 -2.48288 -3.72322 -0.228
C 5.85456 -3.95485 -4.13216 -0.228
C 5.09319 -4.74052 -3.06581 -0.231
S 3.89779 -3.60964 -2.37024 0.677
O 4.24262 -3.36966 -0.98473 -0.340
O 2.56685 -4.01122 -2.77987 -0.317
C 4.38901 -2.18968 -3.32838 -0.229
H 6.16391 -1.83006 -4.53447 0.115
H 6.49307 -2.32590 -2.86503 0.122
H 5.35714 -4.07254 -5.10255 0.117
H 6.87816 -4.32675 -4.24097 0.112
H 4.57280 -5.60060 -3.49473 0.104
H 5.75654 -5.06960 -2.26123 0.106
H 4.28343 -1.28178 -2.73212 0.097
H 3.74152 -2.13993 -4.20891 0.112
C -7.37619 -1.25529 1.21444 -0.227
C -8.30977 -2.01637 2.15454 -0.234
C -7.56618 -2.22002 3.47350 -0.236
S -6.41287 -0.86266 3.61165 0.669
O -5.06728 -1.39337 3.54926 -0.343
O -6.84754 0.02657 4.67032 -0.344
C -6.79852 -0.11563 2.04040 -0.227
H -7.90376 -0.88410 0.33097 0.112
H -6.57171 -1.91880 0.87530 0.125
H -9.21499 -1.42226 2.32931 0.112
H -8.62320 -2.97352 1.72614 0.110
H -8.24900 -2.20476 4.32676 0.098
H -6.99410 -3.15189 3.47068 0.106
H -5.89851 0.31918 1.60234 0.111
H -7.54702 0.66306 2.21484 0.105
C 0.00489 4.65272 -4.23284 -0.235
C -0.67112 3.35600 -3.78999 -0.220
C -0.13652 3.01127 -2.40094 -0.216
S 0.31382 4.56339 -1.63950 0.658
O 1.74875 4.58325 -1.44794 -0.334
O -0.61594 4.85585 -0.56690 -0.326
C -0.08316 5.59219 -3.03936 -0.245
H -0.47656 5.08023 -5.11719 0.112
H 1.05510 4.45651 -4.47981 0.118
H -1.75605 3.50886 -3.74023 0.119
H -0.48669 2.54143 -4.49736 0.116
H -0.89418 2.51352 -1.79044 0.096
H 0.76126 2.38990 -2.46048 0.114
H 0.61536 6.42858 -3.09853 0.106
H -1.10383 5.96222 -2.90391 0.108
```

Computed properties:
HOMO energy (Eh): -0.1191
Multiplicity: 1
Kohn-Sham gap (eV): 5.305
LUMO (eV): 2.0631
Total energy (eV): -81668.5996
Charge: -1

No. 2
An isolated molecule of C2H6N4O2, computed with ωB97M-V/def2-TZVPD.

```
14
Properties=species:S:1:pos:R:3:nbo_charge:R:1
N 0.08737 -0.13280 1.39024 -0.113
C -0.37534 -0.15721 -0.70214 0.057
C 0.34759 -1.13480 -0.07746 0.314
N -0.49582 0.16686 -2.04138 -0.830
O 0.79547 0.76617 2.21028 -0.544
O -0.41449 2.07603 0.17510 -0.574
N -0.80622 0.70218 0.33948 -0.002
N 0.53145 -2.36245 -0.10843 -0.767
H 0.45341 1.63512 1.89501 0.487
H 0.39810 2.05153 -0.36742 0.467
H -0.41171 -0.76098 2.02489 0.376
H -0.08991 -0.52602 -2.65915 0.397
H -1.45771 0.35177 -2.31187 0.377
H 1.43781 -2.67542 0.23285 0.356
```

Computed properties:
HOMO energy (Eh): -0.2641
Multiplicity: 1
Kohn-Sham gap (eV): 7.902
LUMO (eV): 0.7163
Total energy (eV): -12219.3943
Relative energy (zero: lowest compared OMol25 entry of this formula, charge and spin) (kcal per mole): 167.4

No. 3
A 3-piece molecular cluster, C3H12NO overall, computed with ωB97M-V/def2-TZVPD.

```
17
Properties=species:S:1:pos:R:3:nbo_charge:R:1
C 0.05062 -0.49510 0.11904 -0.267
C -1.14817 -0.95327 -0.74342 -0.419
C -2.45193 -0.56679 -0.04679 -0.616
N 1.29501 -1.10238 -0.37411 -0.497
H -0.09112 -0.78346 1.15528 0.199
H 0.16773 0.60876 0.14457 0.271
H -0.99556 -0.32461 -1.62309 0.223
H -1.12113 -2.00137 -1.03330 0.237
H -3.27247 -0.72833 -0.74769 0.243
H -2.43925 0.47896 0.24861 0.219
H -2.67615 -1.25175 0.76852 0.220
H 1.26224 -2.11232 -0.28458 0.408
H 2.14367 -0.73015 0.07069 0.388
H 1.57269 0.38594 1.65556 0.336
H 2.38266 3.23912 0.83433 0.503
H 1.77111 1.88898 1.25241 0.404
O 1.68972 2.60165 0.61478 -0.851
```

Computed properties:
HOMO energy (Eh): -0.5640
Multiplicity: 1
Kohn-Sham gap (eV): 5.086
LUMO (eV): -10.2620
Total energy (eV): -6829.1799
Charge: +1
Relative energy (zero: lowest compared OMol25 entry of this formula, charge and spin) (kcal per mole): 189.9

No. 4
A 2-piece molecular cluster, C6H14 overall, computed with ωB97M-V/def2-TZVPD.

```
20
Properties=species:S:1:pos:R:3:nbo_charge:R:1
C 1.31521 1.06553 1.13936 -0.771
C 0.23628 0.03395 1.15011 0.115
C -1.46222 1.62390 -0.00317 -0.811
C 0.30964 -1.01650 0.08981 -0.394
C -1.03018 -1.72535 -0.15047 -0.595
C 1.05606 -0.77586 -1.22865 -0.628
H 2.13078 0.54243 1.66456 0.263
H 1.72325 1.41296 0.17819 0.193
H 1.06650 1.93252 1.76201 0.228
H -1.12994 0.92193 0.79158 0.225
H -0.87286 1.54457 -0.92119 0.209
H -1.36977 2.63175 0.40510 0.219
H -2.50440 1.37579 -0.20455 0.220
H 0.92335 -1.71037 0.70412 0.265
H -1.67302 -1.12027 -0.80249 0.203
H -1.56018 -1.88394 0.79306 0.226
H -0.88637 -2.69429 -0.64264 0.206
H 2.06580 -0.38566 -1.06857 0.207
H 1.14852 -1.71003 -1.79449 0.215
H 0.51352 -0.06307 -1.86170 0.205
```

Computed properties:
HOMO energy (Eh): -0.2876
Multiplicity: 1
Kohn-Sham gap (eV): 8.538
LUMO (eV): 0.7120
Total energy (eV): -6445.3764
Relative energy (zero: lowest compared OMol25 entry of this formula, charge and spin) (kcal per mole): 93.0

No. 5
A 2-piece molecular cluster, C3H4N4O overall, computed with ωB97M-V/def2-TZVPD.

```
12
Properties=species:S:1:pos:R:3:nbo_charge:R:1
N -2.34249 -1.11434 -0.30815 -0.071
N -3.19133 -0.28319 -0.14554 0.405
O -4.02386 0.38105 0.44581 -0.297
C 1.12319 -0.86961 -0.04561 -0.361
C 2.27007 -0.03422 0.15962 -0.064
N 1.93483 1.31234 0.18972 -0.257
N 0.60032 1.34613 -0.03650 -0.344
C 0.13505 0.02802 -0.13374 -0.092
H 0.98209 -1.92585 -0.21567 0.233
H 3.35380 -0.35093 0.21903 0.214
H 0.06794 2.11882 -0.08970 0.397
H -0.90960 -0.60824 -0.03926 0.237
```

Computed properties:
HOMO energy (Eh): -0.3365
Multiplicity: 1
Structure (SMILES): N#[N+][O-].c1cn[nH]c1
Kohn-Sham gap (eV): 8.356
LUMO (eV): -0.8006
Total energy (eV): -11178.6145
Relative energy (zero: lowest compared OMol25 entry of this formula, charge and spin) (kcal per mole): 123.5

No. 6
C18H35NP2S2Sn as an isolated structure, computed with ωB97M-V/def2-TZVPD.

```
59
Properties=species:S:1:pos:R:3:nbo_charge:R:1
Sn 0.18098 -0.77585 -0.80859 0.973
S -1.29833 1.56630 -0.91070 0.220
S -1.09692 -3.18282 -0.95354 0.220
C -3.11821 1.71964 -1.05622 -0.724
C -0.88183 1.74187 -2.69101 -0.525
C -1.37334 0.57154 -3.53139 -0.248
N -0.63698 -0.66023 -3.15745 -0.695
C -1.34787 -1.91424 -3.53264 -0.246
C -0.78942 -3.11496 -2.78346 -0.528
H 0.21103 1.87763 -2.77020 0.244
H -1.39654 2.66826 -2.99012 0.261
H -1.20545 0.77613 -4.60083 0.231
H -2.45313 0.40716 -3.39019 0.216
H -1.21691 -2.06511 -4.61628 0.230
H -2.42883 -1.78228 -3.35002 0.216
H 0.30208 -3.19105 -2.90452 0.246
H -1.27446 -4.03058 -3.14147 0.266
C -2.92466 -3.01303 -0.92481 -0.732
H 0.27679 -0.64716 -3.63941 0.396
H -3.31297 -2.06292 -1.29766 0.214
H -3.18392 -3.12221 0.13377 0.250
H -3.32801 -3.85811 -1.49108 0.255
H -3.45946 1.98278 -0.04884 0.257
H -3.61182 0.80031 -1.39136 0.228
H -3.31934 2.54864 -1.74737 0.257
C 3.93214 -0.34680 -2.17905 -0.437
C 4.68959 -0.31801 -1.06651 -0.382
H 3.76201 0.56707 -2.76746 0.204
H 3.64226 -1.29050 -2.64724 0.211
H 5.09941 0.61535 -0.64258 0.212
H 5.06979 -1.23464 -0.58245 0.218
C -0.73726 -1.89099 3.07225 -0.929
P -1.01157 -0.45593 1.95491 0.848
C -2.75751 -0.08596 2.33407 -0.941
C -0.08360 0.88040 2.84934 -0.355
C -0.48491 1.41125 4.08522 -0.125
C 0.20883 2.45551 4.70031 -0.197
C 1.33625 2.99109 4.08421 -0.164
C 1.79661 2.46148 2.86567 -0.185
C 1.10446 1.39960 2.26824 -0.351
P 1.85405 0.64846 0.77981 0.808
C 2.64445 1.93606 -0.23206 -0.959
C 2.95045 -0.66972 1.38800 -0.953
H -1.10417 -2.80334 2.57437 0.243
H -1.29703 -1.72916 4.00807 0.254
H 0.33943 -1.98225 3.27409 0.251
H -2.80845 0.62847 3.16226 0.263
H -3.24139 0.33989 1.44635 0.230
H -3.28443 -1.00678 2.61630 0.260
H -1.35178 0.98661 4.60458 0.212
H -0.12354 2.84108 5.67205 0.247
H 1.86968 3.81885 4.52805 0.242
H 2.67576 2.89006 2.36464 0.225
H 3.51168 2.39893 0.25804 0.256
H 3.01235 1.46210 -1.14761 0.265
H 1.91742 2.70920 -0.50335 0.259
H 3.68327 -0.29776 2.11715 0.268
H 2.37890 -1.49822 1.82635 0.253
H 3.49443 -1.07111 0.52935 0.266
```

Computed properties:
HOMO energy (Eh): -0.4750
Multiplicity: 1
Kohn-Sham gap (eV): 6.989
LUMO (eV): -5.9364
Total energy (eV): -66788.3316
Charge: +2
Relative energy (zero: lowest compared OMol25 entry of this formula, charge and spin) (kcal per mole): 4.3

- Which of these has the highest total energy?
  C6H14